{
  "formula": "C4H6N2",
  "method": "the ωB97M-V functional and the def2-TZVPD basis",
  "symbols": ["C", "N", "C", "C", "C", "N", "H", "H", "H", "H", "H", "H"],
  "coordinates": [[-0.10612, -1.93879, 0.27379], [0.07171, -0.54420, 0.01279], [1.09026, 0.31595, 0.37803], [0.54095, 1.48056, 0.20223], [-0.71663, 1.28264, -0.47286], [-0.97836, -0.02692, -0.44609], [1.01858, -2.38403, 0.53089], [-0.61981, -2.30739, -0.63413], [-0.75060, -2.28446, 1.18834], [2.12134, -0.03440, 0.64670], [1.16598, 2.40326, 0.27423], [-1.43973, 1.76271, -1.26003]],
  "charge": 0,
  "largest_force_ev_per_a": 6.3,
  "e_tot_ev": -7223.044,
  "smiles": "Cn1cccn1",
  "e_homo_ev": -8.918,
  "lumo_energy_ha": 0.0382,
  "de_lowest_kj_mol": 245.78,
  "multiplicity": 1
}